40
Properties=species:S:1:pos:R:3 method="wB97M-V/def2-TZVPD" lumo_ev=2.49 e_homo_ev=-4.254 fmax_ha_per_bohr=0.0523 orbital_gap_ev=6.7 charge=-1
C 1.8565 -0.2500 3.0344
C 2.3808 -1.2422 1.9026
C 1.5387 -0.9417 0.5708
N 0.8426 -2.1044 -0.0144
Ga -0.6189 -2.7775 1.0681
C -0.0978 -3.4091 2.9563
N 0.7447 -4.6581 2.9704
C -2.2191 -1.4886 1.2737
Cl -3.4297 -1.9005 2.6084
C -2.5100 -0.3600 0.5202
C -3.7509 0.5952 0.7305
Cl -1.3979 0.1129 -0.8522
H 0.7205 -0.2296 2.9432
H 2.1977 0.8162 2.8311
H 2.1077 -0.5605 4.0867
H 2.3979 -2.3236 2.2058
H 3.4695 -0.9516 1.7158
H 0.8795 -0.0505 0.7635
H 2.3080 -0.6003 -0.2078
H 1.4839 -2.8683 -0.2359
H -1.1879 -4.0865 0.2920
H -1.0744 -3.6589 3.4927
H 0.3988 -2.6074 3.5866
H 0.9359 -4.8344 3.9668
H 1.6431 -4.4476 2.5226
H -4.1227 0.9404 -0.2740
H -3.4034 1.4854 1.3446
H -4.5901 0.1210 1.3067
C 0.5739 1.5772 -2.7069
O 1.0875 2.5747 -3.5974
C 0.2075 3.5242 -3.9261
O -0.9312 3.5988 -3.5466
O 0.8169 4.3850 -4.7574
C -0.0126 5.4584 -5.1917
H 1.3732 0.8633 -2.5121
H 0.2724 2.0247 -1.7601
H -0.2606 1.0451 -3.1648
H -0.3390 6.0613 -4.3426
H -0.8719 5.0807 -5.7484
H 0.5811 6.0869 -5.8550



39
Properties=species:S:1:pos:R:3 method="wB97M-V/def2-TZVPD" lumo_ev=-9.42 e_homo_ev=-15.212 fmax_ha_per_bohr=0.1771 orbital_gap_ev=5.8 charge=+2 relative_energy_kcal_mol=0.00
C 3.1162 -6.1880 1.7612
C 3.4654 -4.7900 1.3110
H 4.0390 -6.7834 1.8545
H 2.4547 -6.6615 1.0279
H 2.6126 -6.1516 2.7358
O 4.5568 -4.3084 1.1440
I 1.6944 -3.5502 0.9445
Ga 0.2287 -0.0894 0.3285
P 0.1155 -0.3206 -1.9730
C 0.8568 0.8101 -3.1820
C 0.6860 -1.9723 -2.4618
H -2.2243 -0.8149 -1.5999
H -1.8355 -0.5708 -3.3367
H -1.9975 0.8411 -2.2391
C -1.6664 -0.2036 -2.3174
H 0.2915 -2.7341 -1.7805
H 0.3472 -2.1637 -3.4881
H 0.6503 0.4234 -4.1916
H 1.9410 0.8804 -3.0349
H 1.7814 -2.0173 -2.4252
H 0.4176 1.8124 -3.0910
C 1.5369 1.2781 -0.0284
O 2.1580 2.2551 -0.1732
Cl -1.1409 -1.2827 1.5094
C -3.1119 3.2118 0.3538
C -1.6081 3.0527 0.1961
O -1.1430 1.9208 0.9482
C -1.3473 2.0194 2.3812
C -0.2807 2.8725 3.0258
H -3.6362 2.2730 0.1491
H -3.4796 3.9766 -0.3341
H -3.3638 3.5295 1.3716
H -1.3388 2.8428 -0.8509
H -1.0864 3.9660 0.5303
H -2.3576 2.3999 2.5934
H -1.2898 0.9858 2.7344
H -0.4043 3.9245 2.7426
H -0.3640 2.7868 4.1149
H 0.7257 2.5396 2.7497



39
Properties=species:S:1:pos:R:3 method="wB97M-V/def2-TZVPD" lumo_ev=-1.81 e_homo_ev=-11.432 fmax_ha_per_bohr=0.0294 orbital_gap_ev=9.6 charge=+1 relative_energy_kcal_mol=0.00
Cu -0.0727 -0.1019 0.4387
C 2.0554 -1.2009 -1.4984
C 0.6939 -1.7621 -1.9198
O -0.0487 -1.9337 -0.7254
C -1.4054 -2.3009 -0.8635
C -2.2741 -1.1816 -1.4556
O -2.0311 -0.0117 -0.7010
C -2.2915 1.2254 -1.3288
C -1.4197 2.2970 -0.6603
O -0.0650 1.9152 -0.5284
C 0.6832 1.8321 -1.7291
C 2.0414 1.2178 -1.3770
O 1.9517 -0.0280 -0.7090
H 2.6767 -1.0221 -2.3831
H 2.5442 -1.9355 -0.8541
H 0.8323 -2.7276 -2.4232
H 0.1973 -1.0726 -2.6119
H -1.7321 -2.4898 0.1614
H -1.4932 -3.2100 -1.4691
H -3.3291 -1.4723 -1.3832
H -2.0279 -1.0284 -2.5164
H -3.3437 1.5029 -1.2030
H -2.0791 1.1713 -2.4051
H -1.7573 2.4447 0.3677
H -1.5029 3.2346 -1.2211
H 0.8512 2.8313 -2.1524
H 0.1632 1.2206 -2.4730
H 2.5476 1.8840 -0.6744
H 2.6457 1.1281 -2.2866
C -0.1661 0.0212 4.9585
S 0.2068 0.6895 3.2920
C 1.8539 -0.0798 3.0793
O -0.6573 -0.1124 2.3626
H 0.1391 -1.0156 5.0279
H -1.2365 0.1095 5.1174
H 0.3576 0.6267 5.6914
H 2.5968 0.5458 3.5582
H 2.0314 -0.1283 2.0059
H 1.8640 -1.0821 3.4923



44
Properties=species:S:1:pos:R:3 method="wB97M-V/def2-TZVPD" lumo_ev=0.25 e_homo_ev=-9.139 fmax_ha_per_bohr=0.1352 orbital_gap_ev=9.4 charge=0
O 11.7221 9.4688 11.3205
C 11.1362 10.2410 10.6240
O 10.1197 10.9640 11.0324
C 9.8266 11.9323 10.0571
C 10.8227 11.6498 8.9152
F 11.6654 12.6697 8.5998
O 11.5355 10.5817 9.3353
H 8.8257 11.7418 9.6699
H 9.8943 12.9500 10.4416
H 10.3070 11.4864 7.9690
O 13.9048 9.7435 5.2281
C 14.2687 9.3020 6.3378
O 14.9928 8.2696 6.5164
C 14.7758 7.8686 7.8649
C 14.5614 9.1772 8.5513
F 15.7082 9.8238 8.7542
O 13.8580 9.8383 7.5005
H 13.9066 7.2283 8.0151
H 15.6852 7.3671 8.1958
H 14.0500 9.1387 9.5131
C 6.2941 7.9586 7.0819
O 7.0155 7.9008 5.9058
H 6.3380 8.9659 7.4960
H 5.2361 7.7873 6.8834
H 6.5973 7.1739 7.7750
H 6.5452 8.4597 5.2828
C 9.6871 6.0958 9.3119
O 9.8952 4.6794 9.1957
H 9.3746 6.1859 10.3522
H 10.5834 6.7158 9.2912
H 8.9592 6.6061 8.6812
H 9.1209 4.3167 9.6321
C 11.0447 11.4462 4.7070
O 9.8640 11.6807 5.3241
H 11.3350 10.4047 4.5686
H 11.0997 12.0063 3.7735
H 11.8452 11.9004 5.2909
H 9.7473 10.9470 5.9321
C 10.4102 8.6643 6.9258
O 9.2574 9.4394 6.5144
H 10.3600 8.4689 7.9969
H 10.4143 7.6599 6.5022
H 11.3406 9.2191 6.8040
H 8.4897 8.8689 6.4322